Entry from the Open Molecules 2025 dataset: 2 unconnected molecules or ions with the total composition HNO2S2 in a non-equilibrium geometry (ωB97M-V/def2-TZVPD).

Cartesian coordinates (Å):
N1 0.0900 0.9703 0.0074
O1 -1.0650 -0.9962 -0.0648
O2 -0.3860 2.0495 -0.1737
S1 1.6187 -1.5905 -0.1025
S2 1.5342 0.2995 -0.0610
H1 -1.7919 -0.7325 0.3945

Lowest unoccupied orbital energy (alpha / beta) ... -2.86 / -2.74 eV
Frontier orbital gap (alpha / beta) ... 6.514 / 6.634 eV
Energy above the lowest of the compared OMol25 structures with the same formula, charge and spin ... 103.65 kcal/mol
HOMO (alpha / beta) ... -9.38 / -9.38 eV
F_max ... 0.0893 hartree/bohr

Mulliken population analysis, charges in e, atoms 1 to 2: 0.4760, -0.5766

Entry from the Open Molecules 2025 dataset: a single C3H7BO molecule in a non-equilibrium geometry (ωB97M-V/def2-TZVPD).

Cartesian coordinates (Å):
B1 -0.4591 -0.3416 0.2506
C1 -0.5295 0.8438 1.1064
C2 -0.7139 0.3417 -1.1593
C3 1.1933 -0.7038 0.5511
O1 -0.4774 1.6293 1.9394
H1 -1.1647 -1.1385 0.4493
H2 -0.4946 -0.2630 -2.0926
H3 -0.1748 1.2429 -1.3675
H4 -1.7283 0.5968 -1.3593
H5 1.7804 0.2245 0.7652
H6 1.5713 -1.0032 -0.4771
H7 1.1973 -1.4288 1.3938

Lowest unoccupied orbital energy ... 0.48 eV
Frontier orbital gap ... 10.931 eV
Energy above the lowest of the compared OMol25 structures with the same formula, charge and spin ... 20.54 kcal/mol
HOMO ... -10.45 eV
F_max ... 0.0883 hartree/bohr

Mulliken population analysis, charges in e, atoms 1 to 2: 0.0039, 0.7079

Entry from the Open Molecules 2025 dataset: a molecular structure, C51H43CuN11OP2Se in a non-equilibrium geometry (ωB97M-V/def2-TZVPD).

Cartesian coordinates (Å):
Cu1 -0.5229 1.4012 0.1764
C1 -3.5924 -1.6869 0.7191
N1 -2.4775 -0.7492 0.6464
P1 -2.6376 0.9051 1.0621
C2 -4.1776 1.4964 0.2823
C3 -5.4212 1.0413 0.7166
C4 -6.5705 1.4642 0.0738
C5 -6.4937 2.3474 -0.9912
C6 -5.2593 2.8175 -1.4137
C7 -4.1031 2.3885 -0.7855
C8 -3.1393 0.8703 2.8163
C9 -2.8840 -0.2149 3.6509
C10 -3.3444 -0.1994 4.9565
C11 -4.0324 0.9002 5.4440
C12 -4.2428 2.0030 4.6300
C13 -3.7933 1.9935 3.3246
P2 -1.1014 -1.0018 -0.3455
C14 -0.8354 -2.8207 -0.2894
C15 0.0412 -3.3773 0.6401
C16 0.2707 -4.7428 0.6489
C17 -0.3592 -5.5577 -0.2779
C18 -1.2296 -5.0092 -1.2071
C19 -1.4680 -3.6471 -1.2188
C20 -1.6393 -0.7645 -2.0702
C21 -2.8830 -0.2434 -2.4008
C22 -3.1976 0.0063 -3.7242
C23 -2.2657 -0.2432 -4.7180
C24 -1.0219 -0.7683 -4.3944
C25 -0.7056 -1.0252 -3.0747
H1 -4.1050 -1.5641 1.6738
H2 -3.2070 -2.7061 0.6606
H3 -4.3145 -1.5442 -0.0877
H4 -5.4891 0.3695 1.5600
H5 -7.5304 1.1096 0.4140
H6 -7.3947 2.6669 -1.4922
H7 -5.2047 3.5214 -2.2293
H8 -3.1311 2.7310 -1.1283
H9 -2.3534 -1.0793 3.2720
H10 -3.1721 -1.0513 5.5966
H11 -4.4079 0.8987 6.4550
H12 -4.7624 2.8678 5.0091
H13 -3.9762 2.8487 2.6834
H14 0.5545 -2.7449 1.3515
H15 0.9489 -5.1687 1.3727
H16 -0.1687 -6.6192 -0.2817
H17 -1.7214 -5.6415 -1.9301
H18 -2.1450 -3.2275 -1.9487
H19 -3.6140 -0.0429 -1.6314
H20 -4.1719 0.3996 -3.9725
H21 -2.5086 -0.0299 -5.7469
H22 -0.3024 -0.9727 -5.1729
H23 0.2573 -1.4437 -2.8113
C26 3.4681 1.6263 -3.5095
N2 2.1490 1.6371 -2.9186
C27 1.7253 1.2434 -1.7187
N3 0.4343 1.5198 -1.5970
C28 0.1114 2.1049 -2.7755
N4 1.1308 2.1778 -3.5834
C29 4.0586 0.2423 -3.6477
C30 4.4620 -0.2384 -4.8884
C31 5.0792 -1.4777 -4.9927
C32 5.2331 -2.2814 -3.8784
C33 4.7824 -1.8288 -2.6397
C34 4.2428 -0.5498 -2.5265
C35 4.8119 -2.6804 -1.4704
N5 5.2717 -3.8921 -1.3586
N6 5.0098 -4.3179 -0.1333
C36 4.3901 -3.3632 0.4998
O1 4.2316 -2.2839 -0.3069
C37 3.8781 -3.3828 1.8510
C38 3.9285 -4.5585 2.5979
C39 3.4154 -4.5750 3.8815
C40 2.8450 -3.4338 4.4215
C41 2.8046 -2.2507 3.6889
C42 2.2318 -1.0050 4.3296
N7 1.7940 -0.0306 3.3668
C43 0.7295 -0.0632 2.5663
N8 0.7290 1.0129 1.7977
C44 1.8360 1.6903 2.1838
N9 2.4951 1.0722 3.1241
C45 3.3261 -2.2280 2.4048
H24 4.1326 2.2422 -2.8909
H25 3.3547 2.0932 -4.4897
H26 2.3115 0.7764 -0.9571
H27 -0.8657 2.4671 -3.0217
H28 4.3107 0.3602 -5.7739
H29 5.4313 -1.8186 -5.9534
H30 5.6897 -3.2545 -3.9485
H31 3.9847 -0.1857 -1.5462
H32 4.3690 -5.4387 2.1606
H33 3.4594 -5.4787 4.4682
H34 2.4415 -3.4545 5.4226
H35 3.0045 -0.5186 4.9335
H36 1.3895 -1.2666 4.9774
H37 -0.0161 -0.8343 2.5630
H38 2.1295 2.6355 1.7777
H39 3.3307 -1.3145 1.8293
Se1 -1.9057 4.1620 1.1235
N10 -0.4417 3.4951 0.3848
C46 0.4271 4.4867 0.1556
C47 1.7196 4.4055 -0.4003
C48 2.4475 5.5524 -0.5650
C49 1.9445 6.8161 -0.1814
C50 0.7051 6.9411 0.3687
C51 -0.0776 5.7830 0.5519
N11 -1.2939 5.7696 1.0825
H40 2.1217 3.4434 -0.6786
H41 3.4355 5.5043 -0.9981
H42 2.5583 7.6908 -0.3183
H43 0.3031 7.8941 0.6628

Lowest unoccupied orbital energy (alpha / beta) ... -5.91 / -7.10 eV
Frontier orbital gap (alpha / beta) ... 6.635 / 5.440 eV
Energy above the lowest of the compared OMol25 structures with the same formula, charge and spin ... 0.00 kcal/mol
Spin multiplicity ... 2
HOMO (alpha / beta) ... -12.54 / -12.54 eV
Net charge ... +2
F_max ... 0.0434 hartree/bohr

Mulliken population analysis, charges in e, atoms 1 to 2: -0.0997, -1.0852